Record 1
Here is a gas-phase ion, C6H15NS (charge -1) at a distorted geometry from the OMol25 dataset. Energies are from the ωB97M-V functional and the def2-TZVPD basis.

Values from the calculation:
- ΔE to the lowest compared entry with this formula, charge and spin (kJ/mol) = 279.00
- energy (hartree) = -690.401912
- 2S+1 = 2
- charge = -1

Each line ends with the Mulliken spin population.
CARTESIAN COORDINATES (ANGSTROEM)
C 0.36159 0.66839 1.30554  0.283
N -0.11069 1.43758 0.13916  -0.087
C 0.33482 0.95923 -1.19989  0.030
C -0.22130 -0.38479 -1.77346  0.865
S 0.28227 -2.04803 -0.89409  -0.154
C 0.01295 2.18089 -2.22645  -0.006
C -0.74360 -0.04141 2.09666  0.086
C -0.07459 -0.43424 3.43488  0.053
H 0.94757 -0.23785 0.90522  -0.098
H 0.89187 1.41561 1.91630  0.026
H -1.25614 1.58667 0.25282  0.003
H 1.41404 0.92598 -1.15622  -0.039
H -1.32437 -0.41940 -1.90398  0.036
H 0.05142 -0.80262 -2.84722  -0.179
H -0.40709 -3.02835 -1.74651  0.269
H 0.68060 2.83725 -1.59340  -0.010
H 0.36030 1.92226 -3.22149  -0.018
H -0.96910 2.55674 -2.25912  -0.002
H -1.05472 -1.07644 1.56638  0.036
H -1.49352 0.74406 2.25682  -0.027
H 0.66922 -1.02002 3.06310  -0.050
H 0.51767 0.37014 4.01003  -0.003
H -0.78838 -0.75713 4.26491  -0.014

Forces on atoms 1 to 3 (eV/Å):
C -0.049 -1.450 -1.641
N -3.472 -0.199 -0.192
C -2.264 0.123 -1.394

Record 2
Here is C4HBr3O2S in the gas phase at a distorted geometry from the OMol25 dataset. Energies are from the ωB97M-V functional and the def2-TZVPD basis.

Values from the calculation:
- ΔE to the lowest compared entry with this formula, charge and spin (kJ/mol) = 0.00
- energy (hartree) = -8423.596056
- charge = 0

Each line ends with the Löwdin charge.
CARTESIAN COORDINATES (ANGSTROEM)
C -2.13511 -0.10799 0.31164  -0.533
C -1.20089 0.80809 0.09399  -0.274
C -0.09102 1.48368 -0.01081  -0.878
C 1.12514 -1.32254 -0.64589  -0.876
O 2.50862 0.91731 -0.37779  -0.646
O 0.25939 -2.04628 -1.02427  -0.015
S 1.24991 0.63342 -1.10665  0.908
Br -1.70138 -1.31800 1.66946  0.737
Br 0.35380 3.11928 0.74877  0.795
Br 2.73940 -1.77547 0.35340  0.743
H -3.10786 -0.39149 -0.01185  0.038

Forces on atoms 1 to 3 (eV/Å):
C 1.896 1.027 0.477
C -1.264 -0.583 0.019
C -0.237 -1.757 -0.926

Record 3
Here is a molecular structure, C21H32CoGeN4O4 at a distorted geometry from the OMol25 dataset. Energies are from the ωB97M-V functional and the def2-TZVPD basis.

Values from the calculation:
- ΔE to the lowest compared entry with this formula, charge and spin (kJ/mol) = 250.67
- energy (hartree) = -4798.846701
- 2S+1 = 5
- charge = +1

Each line ends with the Mulliken spin population.
CARTESIAN COORDINATES (ANGSTROEM)
Co 1.01539 -1.75554 0.92230  1.863
N 3.26488 -1.72072 0.83183  0.088
C 3.59257 -2.54324 2.01498  0.002
C 2.70254 -2.06395 3.15399  -0.013
O 3.10314 -1.88312 4.28386  0.033
N 1.43499 -1.79648 2.71868  0.024
C 0.63665 -0.90980 3.54039  -0.023
C 0.20055 0.20529 2.62996  0.056
O -0.41136 1.21953 3.07546  0.054
O 0.45921 0.05883 1.38711  0.006
H 3.68571 -2.10579 -0.00704  -0.004
H 3.63674 -0.78526 0.95462  -0.003
H 4.63564 -2.46300 2.31528  0.003
H 3.36014 -3.58524 1.79617  -0.002
H 1.21196 -0.54894 4.39439  -0.003
H -0.27107 -1.38328 3.92746  0.006
O 1.04913 -3.51821 0.61760  0.053
C 1.63469 -4.11243 -0.39535  0.017
C 2.12593 -5.41982 -0.23737  -0.003
C 2.78296 -6.05454 -1.26583  0.006
C 2.97644 -5.41498 -2.49400  0.013
C 2.46725 -4.15457 -2.69192  0.015
C 1.77510 -3.49382 -1.66694  0.037
C 1.09942 -2.24212 -1.86874  -0.010
N 0.61442 -1.47928 -0.90145  0.068
C -0.20762 -0.40692 -1.48721  -0.086
C 0.03054 -0.59681 -2.94412  0.668
N 0.77748 -1.73424 -3.08248  0.056
H 1.98301 -5.90078 0.72180  0.001
H 3.15878 -7.05905 -1.12413  0.001
H 3.52607 -5.90506 -3.28547  0.001
H 2.62160 -3.66506 -3.64679  0.001
H 0.13292 0.57394 -1.12717  0.094
H -0.32944 -0.01169 -3.77002  0.002
H 1.03260 -2.15441 -3.95905  -0.006
C -2.07990 6.82018 0.30326  0.000
C -1.43634 5.77883 1.21280  0.006
C -0.41417 4.90850 0.47927  -0.023
C 0.11482 3.77299 1.34785  0.133
Ge -1.24222 2.27690 1.58272  0.656
C -1.69050 -0.54928 -1.07537  0.039
C -2.56852 0.54117 -1.67852  0.030
C -3.96122 0.58907 -1.05402  0.021
C -4.82181 1.69141 -1.66542  0.001
H -2.75031 7.46206 0.87372  0.000
H -2.65713 6.34086 -0.48903  0.001
H -1.32065 7.45182 -0.16003  0.001
H -2.21339 5.13682 1.64068  -0.004
H -0.93537 6.27871 2.04521  -0.002
H 0.43055 5.53112 0.17180  0.006
H -0.86006 4.52021 -0.44216  0.006
H 0.27721 4.08755 2.38195  0.023
H 1.02370 3.32221 0.95232  -0.004
H -2.42565 2.71139 2.54343  0.071
H -1.73637 -0.50474 0.01870  0.062
H -2.04636 -1.53846 -1.37341  -0.020
H -2.67040 0.37928 -2.75477  -0.014
H -2.08188 1.51722 -1.54467  0.016
H -3.86914 0.74753 0.02549  -0.017
H -4.45319 -0.37533 -1.20185  0.000
H -4.36758 2.67233 -1.50918  -0.001
H -5.81704 1.70546 -1.22250  0.001
H -4.93601 1.53478 -2.73906  0.000

Forces on atoms 1 to 3 (eV/Å):
Co 0.570 0.680 0.293
N -0.269 -0.143 -0.134
C 0.011 0.068 0.110